Entry 1:
The following is a quantum chemistry calculation of C45H111AsF6N3O27P6 as an isolated structure in a non-equilibrium geometry, from the Open Molecules 2025 dataset.

Output
Kohn-Sham gap (spin up / spin down): 0.284 / 0.103 Eh
Multiplicity: 2

Structure (XYZ):
```
199
Properties=species:S:1:pos:R:3:lowdin_spin:R:1
As -14.26 6.98 -13.01 0.000
P -9.22 2.57 -15.96 0.000
P -20.09 4.70 -9.36 0.000
P -20.46 10.52 -11.20 0.000
P -10.51 1.21 -9.68 0.000
P -13.60 13.90 -11.19 0.000
P -8.19 8.49 -14.96 0.000
F -12.97 7.86 -12.11 0.000
F -14.04 5.60 -11.86 0.000
F -15.62 7.62 -12.01 0.001
F -15.42 6.09 -14.04 0.000
F -14.35 8.29 -14.22 0.000
F -12.96 6.41 -14.11 0.000
O -7.58 9.56 -15.86 0.000
O -10.70 2.46 -15.86 0.000
O -10.97 2.72 -9.25 0.000
O -19.50 3.56 -10.37 0.000
O -16.19 2.38 -14.52 0.000
O -14.61 13.99 -9.90 0.000
O -8.69 3.45 -17.20 0.000
O -15.97 6.78 -20.66 0.000
O -19.13 5.71 -8.85 0.001
O -11.67 0.26 -9.92 0.000
O -20.83 3.92 -8.18 0.000
O -13.53 15.25 -11.84 0.000
O -12.24 13.20 -10.73 0.000
O -9.14 7.49 -15.78 0.000
O -13.32 8.70 -7.60 0.257
O -8.43 3.21 -14.72 0.000
O -19.49 11.60 -10.94 0.000
O -19.97 9.34 -12.24 0.000
O -8.38 1.17 -16.21 0.000
O -21.91 10.94 -11.72 0.000
O -7.12 7.57 -14.13 0.000
O -20.80 9.68 -9.87 0.000
O -14.34 12.78 -12.06 0.000
O -9.10 9.10 -13.80 0.000
O -9.39 0.82 -8.57 0.000
O -9.58 1.55 -11.03 0.000
O -21.32 5.32 -10.21 0.000
N -15.07 7.42 -8.11 0.491
N -15.04 8.12 -19.03 0.000
N -15.18 3.66 -16.09 0.000
C -10.97 13.82 -11.15 0.000
C -10.11 4.36 -13.23 0.000
C -23.25 5.02 -11.64 0.000
C -7.18 0.74 -7.72 0.000
C -15.79 7.61 -6.87 0.061
C -18.85 7.47 -13.01 0.000
C -9.95 12.80 -11.53 0.000
C -11.92 3.44 -10.01 0.000
C -16.91 14.14 -9.25 0.000
C -10.18 8.90 -11.61 0.000
C -20.15 3.02 -7.38 0.000
C -7.40 3.85 -17.36 0.000
C -15.46 3.35 -14.85 0.000
C -18.77 8.70 -11.99 0.000
C -16.01 9.17 -19.09 0.000
C -15.10 7.03 -19.80 0.000
C -8.98 0.49 -11.82 0.000
C -22.42 4.45 -10.50 0.000
C -8.88 4.41 -14.13 0.000
C -4.77 7.59 -14.44 0.000
C -15.79 3.06 -17.31 0.000
C -14.78 10.78 -10.71 0.000
C -11.05 8.94 -16.24 0.000
C -14.15 8.15 -17.85 0.000
C -13.37 3.09 -9.60 0.000
C -15.71 6.63 -9.12 0.074
C -14.22 4.69 -16.34 0.000
C -9.07 -1.15 -16.43 0.000
C -9.97 0.18 -12.89 0.000
C -15.76 14.81 -9.94 0.000
C -9.52 8.20 -12.78 0.000
C -21.95 8.12 -8.58 0.000
C -20.99 2.26 -6.41 0.000
C -6.11 6.98 -14.86 0.000
C -7.49 5.22 -18.04 0.000
C -10.03 7.93 -16.78 0.000
C -8.24 1.61 -8.29 0.000
C -18.64 3.78 -11.54 0.000
C -21.92 13.13 -12.70 0.000
C -21.92 11.68 -12.95 0.000
C -14.07 11.41 -11.92 0.000
C -13.83 7.92 -8.34 0.000
C -17.31 4.44 -11.33 0.000
C -21.70 8.64 -9.98 0.000
C -8.95 0.24 -17.13 0.000
H -17.66 14.90 -9.01 0.000
H -6.81 3.89 -16.44 0.000
H -14.37 6.30 -19.40 0.000
H -10.12 12.46 -12.55 0.000
H -8.00 0.64 -12.26 0.000
H -9.45 8.35 -17.60 0.000
H -11.83 3.10 -11.04 0.000
H -15.72 5.58 -8.82 0.041
H -9.90 11.94 -10.85 0.000
H -16.88 4.82 -12.26 0.000
H -8.82 5.27 -14.79 0.000
H -10.60 14.47 -10.36 0.000
H -21.03 11.45 -13.53 0.000
H -4.60 7.34 -13.39 0.000
H -14.67 9.70 -10.67 0.000
H -14.90 3.93 -14.10 0.000
H -17.89 9.31 -12.24 0.000
H -23.68 6.00 -11.42 0.000
H -17.43 5.37 -10.78 0.000
H -14.70 5.65 -16.52 0.000
H -9.70 -0.67 -13.51 0.000
H -18.55 2.84 -12.10 0.000
H -21.36 7.87 -10.67 0.000
H -20.46 2.11 -5.47 0.000
H -22.60 5.02 -12.52 0.000
H -14.05 3.78 -10.10 0.000
H -3.89 7.25 -14.99 0.000
H -11.03 4.35 -13.82 0.000
H -8.22 5.91 -17.62 0.000
H -9.46 -1.96 -17.05 0.000
H -22.67 8.95 -10.38 0.000
H -8.52 2.42 -7.62 0.000
H -10.98 -0.11 -12.60 0.000
H -11.19 14.47 -12.00 0.000
H -21.11 7.49 -8.28 0.000
H -16.85 7.80 -7.06 0.018
H -15.07 2.54 -17.94 0.000
H -24.08 4.32 -11.75 0.000
H -8.74 7.62 -12.28 0.000
H -13.27 7.51 -17.90 0.000
H -16.64 13.62 -8.34 0.000
H -22.11 8.97 -7.92 0.000
H -21.91 2.81 -6.20 0.000
H -6.81 3.23 -18.04 0.000
H -17.89 6.98 -13.19 0.000
H -9.60 9.73 -11.22 0.000
H -11.73 4.51 -9.98 0.000
H -13.45 3.13 -8.51 0.000
H -4.76 8.68 -14.50 0.000
H -22.72 11.36 -13.62 0.000
H -9.70 -1.03 -15.55 0.000
H -10.10 1.05 -13.52 0.000
H -16.53 9.17 -18.13 0.000
H -13.61 4.84 -15.45 0.000
H -8.05 4.68 -13.48 0.000
H -11.80 9.02 -17.03 0.000
H -15.61 10.14 -19.39 0.000
H -15.83 11.06 -10.81 0.000
H -10.35 8.14 -10.85 0.000
H -16.74 6.89 -9.38 0.022
H -13.53 2.05 -9.89 0.000
H -13.85 9.19 -17.74 0.000
H -8.06 -1.43 -16.13 0.000
H -9.97 0.49 -17.43 0.000
H -19.47 3.67 -6.82 0.000
H -15.80 6.60 -6.48 0.036
H -11.60 8.63 -15.36 0.000
H -20.93 13.55 -12.53 0.000
H -13.39 7.62 -9.30 -0.005
H -13.01 11.22 -11.76 0.000
H -7.93 2.15 -9.19 0.000
H -8.97 -0.43 -11.24 0.000
H -7.11 -0.22 -8.23 0.000
H -13.54 4.48 -17.17 0.000
H -6.15 1.09 -7.65 0.000
H -10.55 7.06 -17.17 0.000
H -14.54 11.12 -9.70 0.000
H -16.61 2.43 -16.96 0.000
H -16.76 8.88 -19.83 0.000
H -16.64 3.78 -10.80 0.000
H -14.27 10.99 -12.90 0.000
H -6.53 5.74 -18.04 0.000
H -10.04 7.36 -13.26 0.000
H -11.08 9.41 -11.92 0.000
H -9.01 13.34 -11.48 0.000
H -16.15 14.92 -10.96 0.000
H -21.18 1.31 -6.92 0.000
H -10.58 9.86 -15.90 0.000
H -6.16 5.92 -14.60 0.000
H -8.23 0.27 -17.94 0.000
H -19.20 4.49 -12.15 0.000
H -18.77 8.23 -11.01 0.000
H -6.22 7.22 -15.92 0.000
H -22.03 3.47 -10.78 0.000
H -14.68 8.06 -16.91 0.000
H -22.80 7.45 -8.50 0.000
H -10.13 5.30 -12.69 0.000
H -17.45 13.52 -9.96 0.000
H -15.13 6.62 -10.04 0.002
H -15.35 8.20 -6.07 0.002
H -22.29 13.76 -13.51 0.000
H -15.55 15.83 -9.62 0.000
H -10.04 3.50 -12.56 0.000
H -7.49 0.60 -6.68 0.000
H -19.55 2.32 -7.95 0.000
H -22.48 13.50 -11.84 0.000
H -19.60 6.71 -12.77 0.000
H -22.90 4.52 -9.52 0.000
H -16.32 3.75 -17.96 0.000
H -19.07 7.77 -14.04 0.000
H -7.76 5.16 -19.10 0.000
```

***

Entry 2:
The following is a quantum chemistry calculation of one molecule with the formula C2H5N3O3 in a non-equilibrium geometry, from the Open Molecules 2025 dataset.

Output
SMILES: N/N=C(\NO)OC=O
Kohn-Sham gap: 0.311 Eh
ΔE to the lowest compared entry with this formula, charge and spin: 5.601 eV

Structure (XYZ):
```
13
Properties=species:S:1:pos:R:3:mulliken_charge:R:1
O 0.07 1.59 1.63 -0.376
O -1.28 0.71 0.04 -0.335
O -0.92 -1.00 1.63 -0.412
N 1.11 -0.97 -1.71 -0.613
N -0.07 -1.10 0.54 -0.167
N 0.14 -0.02 -1.46 -0.464
C -0.62 1.91 0.71 0.161
C -0.48 -0.18 -0.31 0.680
H 1.88 -0.26 -1.31 0.221
H -0.39 -0.66 2.30 0.324
H 1.68 -0.81 -2.69 0.307
H -1.08 2.88 0.61 0.363
H -0.04 -2.07 0.02 0.309
```